# 1
ORCA calculation (ωB97M-V/def2-TZVPD) on C35H26BeF5N3O3Te as an isolated structure.

The geometry in XYZ format:
```
74
Properties=species:S:1:pos:R:3
Be 0.465 0.691 -0.322
C 2.908 -0.498 2.175
C 3.609 -0.698 0.862
C 4.614 -1.654 0.755
C 5.277 -1.858 -0.443
C 4.953 -1.076 -1.539
C 3.960 -0.107 -1.466
C 3.678 0.784 -2.639
C 3.260 0.055 -0.264
N 2.189 0.984 -0.192
C 2.517 2.270 -0.182
O 3.635 2.795 -0.138
C 1.285 3.137 -0.264
C 1.393 4.508 -0.177
C 0.233 5.258 -0.279
C -0.965 4.605 -0.476
C -1.002 3.214 -0.550
N 0.121 2.490 -0.435
C -2.370 2.576 -0.789
O -3.307 3.379 -1.025
N -2.365 1.280 -0.684
C -3.565 0.606 -0.914
C -4.263 0.040 0.166
C -3.772 0.272 1.567
C -5.413 -0.702 -0.065
C -5.899 -0.890 -1.351
C -5.218 -0.316 -2.414
C -4.064 0.432 -2.217
C -3.375 1.077 -3.386
H 3.567 -0.767 3.002
H 2.590 0.536 2.297
H 2.014 -1.122 2.245
H 4.872 -2.245 1.628
H 6.045 -2.619 -0.521
H 5.476 -1.217 -2.479
H 4.140 0.384 -3.543
H 2.606 0.865 -2.812
H 4.075 1.784 -2.448
H 2.378 4.929 -0.038
H 0.265 6.340 -0.214
H -1.913 5.111 -0.590
H -4.202 1.190 1.980
H -4.042 -0.557 2.225
H -2.692 0.395 1.569
H -5.930 -1.145 0.781
H -6.788 -1.485 -1.523
H -5.582 -0.454 -3.428
H -3.424 0.438 -4.270
H -3.841 2.038 -3.617
H -2.328 1.263 -3.158
F -1.054 0.041 6.371
C -0.819 0.039 5.040
C -0.331 1.166 4.406
F -0.088 2.276 5.126
C -0.086 1.155 3.047
F 0.396 2.276 2.484
C -0.310 0.022 2.237
O -0.095 -0.016 0.975
C -0.807 -1.104 2.925
F -1.065 -2.224 2.240
C -1.052 -1.095 4.284
F -1.529 -2.200 4.887
Te 0.003 -0.771 -2.329
C 0.576 -2.671 -1.611
C 1.229 -2.860 -0.393
C 1.598 -4.126 0.037
C 1.321 -5.245 -0.738
C 0.662 -5.074 -1.949
C 0.293 -3.806 -2.376
H 1.444 -2.003 0.230
H 2.107 -4.235 0.989
H 1.606 -6.234 -0.401
H 0.426 -5.935 -2.566
H -0.229 -3.690 -3.318
```

The value obtained for the highest occupied orbital energy is -1.4 eV. The strongest force on any atom is 0.34 eV/A. Its net charge is -2.

# 2
ORCA calculation (ωB97M-V/def2-TZVPD) on C35H26BiCl2N8O2 as an isolated structure.

The geometry in XYZ format:
```
74
Properties=species:S:1:pos:R:3
Bi -1.244 1.844 0.741
C -0.874 0.095 -3.408
C -1.253 -1.246 -3.359
C -1.802 -1.745 -2.203
C -1.971 -0.912 -1.088
N -1.563 0.368 -1.137
C -1.038 0.855 -2.280
N -2.644 -1.452 -0.021
C -2.607 -1.063 1.197
N -1.829 -0.081 1.811
C -2.108 -0.087 3.174
N -1.583 0.586 4.130
C -0.562 1.515 4.040
C 0.124 1.793 5.230
C 1.140 2.718 5.238
C 1.466 3.386 4.057
C 0.754 3.081 2.925
N -0.231 2.162 2.912
C -3.154 -1.095 3.433
C -3.776 -1.473 4.608
C -4.728 -2.481 4.523
C -5.030 -3.090 3.305
C -4.390 -2.709 2.132
C -3.452 -1.698 2.227
H -0.465 0.539 -4.302
H -1.123 -1.879 -4.224
H -2.148 -2.765 -2.122
H -0.742 1.898 -2.257
H -0.177 1.259 6.118
H 1.675 2.932 6.154
H 2.249 4.130 4.020
H 0.956 3.570 1.978
H -3.529 -0.996 5.547
H -5.245 -2.804 5.417
H -5.775 -3.874 3.277
H -4.612 -3.176 1.182
C 1.050 -3.911 -4.921
O 1.265 -2.512 -5.011
C 2.285 -1.983 -4.286
C 3.106 -2.714 -3.435
C 4.129 -2.066 -2.752
C 4.293 -0.696 -2.860
C 3.487 0.029 -3.736
C 2.499 -0.615 -4.451
N 5.404 -0.106 -2.161
N 5.264 0.898 -1.453
C 3.956 1.441 -1.192
C 3.662 2.717 -1.585
C 2.406 3.299 -1.326
C 1.443 2.612 -0.625
O 0.241 3.092 -0.338
C 1.768 1.305 -0.155
N 0.814 0.662 0.572
C 1.061 -0.529 1.074
C 2.293 -1.171 0.893
C 3.263 -0.556 0.151
C 3.020 0.712 -0.416
H 0.211 -4.130 -5.577
H 0.800 -4.208 -3.898
H 1.924 -4.470 -5.259
H 2.986 -3.781 -3.318
H 4.808 -2.632 -2.127
H 3.655 1.087 -3.883
H 1.892 -0.078 -5.167
H 4.409 3.280 -2.131
H 2.189 4.302 -1.670
H 0.263 -0.988 1.640
H 2.456 -2.139 1.344
H 4.227 -1.029 0.011
Cl -4.648 1.810 1.583
C -5.191 3.408 1.025
Cl -3.873 4.351 0.314
H -5.574 3.947 1.882
H -5.951 3.257 0.269
```

The value obtained for the highest occupied orbital energy is -10.2 eV. The strongest force on any atom is 0.26 eV/A. Its net charge is +1.

# 3
ORCA calculation (ωB97M-V/def2-TZVPD) on C35H26Co2N2O5P as an isolated structure in a non-equilibrium geometry.

The geometry in XYZ format:
```
71
Properties=species:S:1:pos:R:3
O 0.401 -3.157 -3.413
C 0.496 -2.230 -2.728
Co 0.680 -0.852 -1.650
C -0.922 -0.364 -1.038
O -1.990 -0.247 -0.569
C 1.155 -1.984 -0.385
O 1.428 -2.791 0.412
C 1.940 0.403 -1.953
C 0.988 0.274 -2.981
C 0.729 0.658 -4.258
C -0.572 0.984 -4.781
C -0.869 0.899 -6.175
C -2.187 0.903 -6.625
C -3.225 1.152 -5.712
C -2.897 1.641 -4.448
C -1.616 1.397 -3.931
Co 1.275 1.411 -0.464
C -0.228 2.219 -0.134
O -1.253 2.716 0.113
C 2.451 2.674 -0.629
O 3.253 3.517 -0.640
P 1.822 0.735 1.473
C 0.697 -0.164 2.605
C 1.070 -0.537 3.904
C 0.189 -1.304 4.679
C -1.053 -1.699 4.170
C -1.442 -1.278 2.900
C -0.603 -0.431 2.179
C 3.368 -0.255 1.482
C 3.474 -1.481 2.151
C 4.679 -2.186 2.131
C 5.753 -1.712 1.373
C 5.670 -0.469 0.751
C 4.477 0.254 0.791
C 2.240 2.126 2.621
C 3.474 2.219 3.280
C 3.685 3.251 4.202
C 2.676 4.176 4.473
C 1.449 4.075 3.818
C 1.229 3.056 2.892
H 3.045 0.384 -1.989
H 1.598 0.776 -4.921
H -0.029 0.751 -6.864
H -2.411 0.683 -7.673
H -4.266 0.941 -5.990
H -3.668 2.118 -3.837
H -1.398 1.444 -2.852
H 2.048 -0.249 4.304
H 0.482 -1.600 5.686
H -1.724 -2.322 4.764
H -2.387 -1.591 2.456
H -0.970 0.066 1.290
H 2.625 -1.882 2.706
H 4.763 -3.097 2.723
H 6.660 -2.309 1.281
H 6.520 -0.047 0.220
H 4.403 1.216 0.280
H 4.267 1.495 3.076
H 4.646 3.315 4.709
H 2.839 4.966 5.205
H 0.653 4.786 4.011
H 0.266 2.973 2.382
N -2.659 -0.872 -3.384
C -3.538 -0.403 -2.518
N -4.484 -1.353 -2.249
C -4.248 -2.423 -3.099
C -3.157 -2.049 -3.864
H -3.662 0.578 -2.074
H -5.206 -1.274 -1.547
H -4.850 -3.317 -3.099
H -2.745 -2.567 -4.720
```

The value obtained for the highest occupied orbital energy is -3.5 eV. The strongest force on any atom is 5.04 eV/A. Its net charge is -1.